No. 1
Density functional theory data (ωB97M-V/def2-TZVPD) for a structure of composition C67H77CsN6O4P2 in a non-equilibrium geometry.

HOMO level: -1.76 eV
Charge: -2
Energy relative to the best compared isomer or geometry (same formula, charge and spin): 18.2 kJ/mol
E: -3931.68582 Eh
Lowest unoccupied orbital energy: 3.4 eV

Structure (XYZ):
```
157
Properties=species:S:1:pos:R:3:forces:R:3
Cs 0.068 1.285 -0.218 0.149 -0.610 -1.571
O 0.281 2.575 1.920 0.141 0.923 1.541
C 0.334 3.632 2.634 -0.033 -0.163 -0.321
C 0.322 3.581 4.058 -0.014 0.202 0.110
C 0.421 4.714 4.840 -0.007 -0.102 0.051
C 0.531 5.981 4.267 -0.005 -0.012 -0.115
C 0.511 6.063 2.881 0.015 0.152 0.088
C 0.401 4.948 2.058 -0.008 0.149 -0.398
C 0.325 5.199 0.610 -0.029 -0.304 0.375
N 0.081 4.315 -0.279 0.023 0.544 -0.463
N 0.007 4.872 -1.575 -0.051 -0.403 0.505
C -0.310 3.950 -2.460 -0.059 0.036 -0.721
O -0.529 2.715 -2.327 -0.247 0.788 -0.613
C -0.435 4.495 -3.876 0.007 -0.026 0.117
C -0.181 5.825 -4.201 0.028 0.025 0.048
C -0.307 6.266 -5.509 0.004 0.028 -0.022
C -0.690 5.384 -6.514 -0.008 -0.029 0.004
C -0.949 4.058 -6.196 0.027 0.021 0.025
C -0.822 3.620 -4.884 -0.024 0.095 -0.098
H 0.233 2.603 4.509 -0.014 -0.098 0.054
H 0.412 4.611 5.922 0.001 0.004 0.011
H 0.615 6.871 4.877 -0.001 0.018 0.025
H 0.569 7.036 2.399 0.007 0.015 0.032
H 0.454 6.237 0.281 0.007 0.033 0.067
H 0.117 6.488 -3.400 -0.002 0.020 -0.044
H -0.105 7.303 -5.752 0.008 0.019 0.003
H -0.784 5.728 -7.537 -0.004 0.023 -0.021
H -1.248 3.363 -6.972 -0.004 -0.013 -0.013
H -1.016 2.595 -4.605 -0.012 -0.079 0.015
C 7.003 -2.221 -3.269 0.006 -0.048 -0.052
C 6.418 -1.077 -2.433 -0.084 0.034 0.029
C 6.970 0.253 -2.961 0.078 0.078 0.013
C 6.892 -1.247 -0.991 0.046 -0.009 0.033
C 4.896 -1.091 -2.543 -0.114 0.013 -0.266
C 4.062 -1.293 -1.490 -0.201 0.125 0.005
C 2.638 -1.207 -1.625 0.074 -0.159 -0.058
N 1.794 -1.192 -0.576 0.406 -0.413 0.120
C 2.100 -1.765 0.577 0.025 -0.098 0.122
C 2.988 -2.891 0.731 -0.166 0.185 -0.161
C 3.314 -3.385 1.943 -0.024 0.040 0.411
C 2.876 -2.643 3.112 0.208 -0.297 -0.052
C 2.031 -1.591 3.082 -0.094 0.293 -0.525
C 1.426 -1.221 1.772 0.067 -0.039 0.206
O 0.491 -0.428 1.685 0.250 -1.052 0.999
C 1.820 -0.656 4.264 0.036 -0.015 -0.043
C 2.578 -1.149 5.494 -0.022 0.026 0.174
C 2.393 0.717 3.860 -0.028 -0.028 0.074
C 0.349 -0.474 4.655 0.005 -0.053 0.081
C 4.135 -4.673 2.068 -0.012 0.066 -0.014
C 3.350 -5.840 1.460 -0.047 -0.029 -0.030
C 4.459 -5.026 3.521 0.001 -0.004 0.027
C 5.458 -4.517 1.309 0.021 0.006 -0.026
C 2.037 -0.999 -2.936 0.112 -0.049 -0.128
O 0.815 -1.147 -3.115 0.130 0.143 0.089
C 2.963 -0.685 -4.040 -0.428 -0.237 0.293
C 4.295 -0.795 -3.817 0.366 0.041 0.076
C 2.362 -0.291 -5.380 0.070 0.013 0.026
C 1.438 0.918 -5.183 0.006 0.091 -0.114
C 3.439 0.102 -6.391 0.009 0.035 -0.088
C 1.570 -1.465 -5.972 -0.019 0.016 -0.081
H 8.096 -2.195 -3.243 0.039 -0.005 0.001
H 6.688 -2.151 -4.311 -0.013 0.011 -0.016
H 6.671 -3.187 -2.885 -0.016 -0.019 0.021
H 8.055 0.296 -2.826 0.012 -0.014 -0.003
H 6.525 1.095 -2.429 -0.018 0.008 0.032
H 6.764 0.386 -4.023 -0.019 0.001 -0.025
H 7.985 -1.230 -0.961 -0.004 0.004 -0.005
H 6.564 -2.195 -0.565 -0.042 -0.065 -0.005
H 6.525 -0.448 -0.348 -0.022 0.059 0.000
H 4.452 -1.398 -0.489 0.048 -0.012 0.054
H 3.307 -3.389 -0.178 -0.006 0.013 -0.041
H 3.284 -2.932 4.070 0.034 -0.045 -0.022
H 3.657 -1.172 5.334 0.054 0.007 -0.050
H 2.255 -2.148 5.800 -0.040 -0.011 0.021
H 2.382 -0.467 6.325 0.001 0.009 0.014
H 3.429 0.618 3.526 0.025 -0.014 0.011
H 2.370 1.388 4.721 0.035 0.027 0.030
H 1.800 1.181 3.072 -0.036 -0.001 -0.069
H -0.080 -1.396 5.054 0.032 -0.011 -0.053
H -0.241 -0.139 3.807 -0.014 0.016 -0.037
H 0.291 0.287 5.438 -0.035 0.033 0.057
H 2.397 -5.973 1.973 -0.026 0.001 0.028
H 3.920 -6.770 1.542 0.027 -0.049 0.005
H 3.136 -5.664 0.407 -0.004 0.020 -0.025
H 3.555 -5.166 4.114 -0.053 -0.021 0.000
H 5.059 -4.254 4.005 0.042 0.046 -0.009
H 5.028 -5.959 3.551 0.014 -0.015 -0.011
H 5.286 -4.304 0.254 -0.015 0.001 -0.036
H 6.051 -5.433 1.376 0.031 -0.032 0.011
H 6.044 -3.693 1.720 0.019 0.020 0.033
H 4.968 -0.589 -4.642 -0.013 -0.046 0.022
H 1.996 1.786 -4.827 0.046 0.018 0.021
H 0.648 0.720 -4.463 -0.010 -0.046 0.004
H 0.988 1.189 -6.142 -0.059 0.021 -0.007
H 4.094 0.884 -6.002 -0.015 0.053 0.003
H 2.955 0.490 -7.290 0.006 -0.010 -0.017
H 4.057 -0.749 -6.688 0.018 -0.031 0.038
H 0.760 -1.763 -5.313 -0.039 -0.001 0.047
H 2.223 -2.327 -6.131 0.031 -0.014 -0.008
H 1.149 -1.172 -6.938 -0.005 -0.007 -0.033
C -2.677 1.496 2.141 -0.108 -0.230 -0.007
N -3.513 0.396 1.579 0.157 0.062 -0.040
P -2.707 -1.172 1.692 0.149 0.208 -0.025
C -4.026 -2.311 1.096 -0.080 0.064 0.066
C -5.194 -2.583 1.810 0.008 0.021 0.085
C -6.148 -3.445 1.302 0.017 -0.051 -0.089
C -5.942 -4.056 0.067 -0.056 0.033 0.085
C -4.785 -3.798 -0.647 0.055 0.046 0.038
C -3.826 -2.929 -0.133 0.023 0.029 -0.145
C -2.892 -1.520 3.490 -0.096 -0.004 -0.125
C -3.584 -0.718 4.388 -0.034 -0.029 0.110
C -3.652 -1.062 5.735 -0.010 0.034 -0.097
C -3.053 -2.225 6.189 0.030 -0.073 -0.024
C -2.377 -3.046 5.290 -0.061 0.049 0.076
C -2.289 -2.686 3.958 0.050 -0.017 0.013
P -4.122 0.633 -0.051 0.081 -0.058 0.060
C -5.869 0.152 0.217 -0.090 -0.022 0.039
C -6.542 -0.457 -0.831 -0.129 -0.033 0.019
C -7.872 -0.842 -0.690 0.082 0.018 0.002
C -8.531 -0.623 0.508 -0.054 -0.021 -0.002
C -7.861 -0.023 1.569 0.028 -0.006 -0.026
C -6.538 0.357 1.425 0.020 -0.016 -0.036
C -4.312 2.451 -0.191 0.042 0.038 0.149
C -5.545 3.102 -0.132 -0.080 0.031 -0.014
C -5.632 4.473 -0.329 0.054 -0.055 0.004
C -4.486 5.214 -0.574 0.018 0.079 -0.009
C -3.251 4.585 -0.630 -0.107 -0.115 0.026
C -3.170 3.211 -0.454 0.041 0.068 -0.026
H -2.290 1.190 3.112 0.017 -0.019 0.041
H -3.303 2.375 2.281 0.021 0.026 0.016
H -1.801 1.781 1.552 -0.313 -0.046 0.176
H -5.357 -2.107 2.770 -0.004 -0.008 -0.031
H -7.057 -3.632 1.861 -0.033 -0.020 0.003
H -6.692 -4.727 -0.335 -0.015 -0.013 -0.006
H -4.616 -4.260 -1.610 0.004 -0.025 -0.048
H -2.946 -2.700 -0.730 -0.046 -0.031 0.065
H -4.077 0.175 4.028 0.010 0.048 -0.004
H -4.177 -0.414 6.426 -0.023 0.009 0.026
H -3.105 -2.492 7.237 0.009 -0.004 0.021
H -1.899 -3.953 5.635 0.006 -0.031 0.020
H -1.733 -3.316 3.271 0.020 0.019 -0.057
H -6.013 -0.652 -1.756 0.010 0.000 -0.041
H -8.381 -1.329 -1.513 -0.029 -0.013 -0.011
H -9.563 -0.933 0.624 -0.012 0.005 -0.001
H -8.369 0.141 2.511 -0.020 -0.002 0.014
H -5.996 0.800 2.251 0.006 0.021 0.007
H -6.451 2.541 0.059 0.019 0.017 -0.003
H -6.601 4.957 -0.288 -0.022 0.023 0.001
H -4.552 6.285 -0.727 -0.010 0.012 0.003
H -2.342 5.135 -0.826 0.041 0.067 -0.022
H -2.187 2.764 -0.530 -0.136 0.052 -0.100
N -2.459 -1.914 -4.005 -0.072 0.053 0.097
N -1.951 -1.834 -2.651 0.160 0.145 -0.311
H -2.094 -1.138 -4.555 -0.044 -0.049 0.012
H -3.466 -1.786 -3.949 0.171 -0.022 0.009
H -1.931 -0.850 -2.378 -0.042 -0.122 0.153
H -0.960 -2.072 -2.719 -0.206 0.027 0.073
```
Positions in Å, forces in eV/Å.

Here are the Löwdin charges for atoms 1 to 8, given in e: atom 1 (Cs): 1.410, atom 2 (O): -0.407, atom 3 (C): -0.406, atom 4 (C): -0.043, atom 5 (C): -0.140, atom 6 (C): -0.156, atom 7 (C): -0.099, atom 8 (C): -0.147

***

No. 2
Density functional theory data (ωB97M-V/def2-TZVPD) for an isolated molecule of C22H17BN4O4 in a non-equilibrium geometry.

HOMO level: -7.74 eV
Energy relative to the best compared isomer or geometry (same formula, charge and spin): 19.9 kJ/mol
E: -1393.40895 Eh
Structure (SMILES): OB(O)c1cccc(/N=N/c2ccc(/N=N/c3c(O)ccc4ccccc34)cc2O)c1
Lowest unoccupied orbital energy: -1.1 eV

Structure (XYZ):
```
48
Properties=species:S:1:pos:R:3:forces:R:3
O 1.407 3.810 8.339 -0.598 0.226 -0.034
B 1.059 3.506 7.038 -0.598 -0.490 -0.229
O -0.245 3.667 6.544 0.439 0.462 1.136
C 2.130 2.906 6.022 -0.660 0.757 0.640
C 3.490 2.920 6.265 0.432 0.035 0.415
C 4.403 2.626 5.264 0.504 0.234 -0.224
C 3.987 2.295 3.983 -1.017 -0.483 0.021
C 2.596 2.246 3.734 0.079 0.751 0.977
N 2.123 1.804 2.512 0.560 -1.735 -2.576
N 0.976 2.025 2.100 -1.030 1.758 2.560
C 0.446 1.363 1.009 0.300 -0.804 -1.014
C 1.227 0.487 0.281 -0.334 -0.355 -0.904
C 0.694 -0.211 -0.782 1.872 -0.437 -0.001
C -0.632 -0.109 -1.090 0.976 0.304 0.583
N -1.162 -0.917 -2.073 -2.185 -1.199 -2.131
N -0.386 -1.617 -2.754 2.098 0.733 1.157
C -0.683 -2.476 -3.797 -0.741 -0.071 -0.108
C 0.399 -3.174 -4.360 -0.455 0.920 0.390
O 1.645 -2.974 -3.822 0.198 -1.033 -1.363
C 0.169 -4.010 -5.494 1.355 0.043 0.634
C -1.062 -4.181 -6.022 -0.130 -0.339 0.702
C -2.174 -3.557 -5.426 -0.680 1.687 -0.150
C -3.451 -3.553 -6.011 -0.582 0.170 0.312
C -4.493 -2.804 -5.492 0.273 -0.940 -0.908
C -4.342 -2.021 -4.355 -0.165 -0.534 0.165
C -3.104 -1.993 -3.771 -0.049 1.269 0.159
C -1.997 -2.645 -4.350 0.377 -0.935 0.402
C -1.442 0.772 -0.397 -0.210 0.267 0.093
C -0.916 1.524 0.637 0.726 1.012 1.647
O -1.697 2.400 1.355 0.441 -0.003 0.050
C 1.714 2.560 4.754 -0.728 0.435 -0.349
H 0.675 4.144 8.898 0.709 -0.297 -0.539
H -0.847 4.095 7.193 0.544 -0.491 -0.740
H 3.850 3.178 7.253 0.047 0.056 -0.009
H 5.464 2.730 5.487 -0.168 -0.232 -0.103
H 4.673 1.995 3.202 0.032 0.194 0.000
H 2.248 0.389 0.560 0.657 -0.108 0.119
H 1.287 -0.862 -1.441 -0.132 0.280 0.665
H 2.310 -3.440 -4.395 -0.925 0.613 0.820
H 1.040 -4.534 -5.893 -0.238 0.080 -0.066
H -1.220 -4.884 -6.815 -0.013 -0.100 -0.489
H -3.613 -4.124 -6.904 -0.106 -0.315 -0.312
H -5.443 -2.864 -5.989 -0.314 0.067 -0.148
H -5.239 -1.537 -3.956 0.623 0.099 0.050
H -2.897 -1.319 -2.944 -0.288 -0.472 -0.174
H -2.459 0.894 -0.692 -0.646 0.031 -0.002
H -1.164 2.842 2.070 -0.304 -0.824 -1.045
H 0.656 2.629 4.527 0.055 -0.288 -0.077
```
Positions in Å, forces in eV/Å.

Here are the natural (NBO) charges for atoms 1 to 8, given in e: atom 1 (O): -0.890, atom 2 (B): 1.113, atom 3 (O): -0.893, atom 4 (C): -0.382, atom 5 (C): -0.156, atom 6 (C): -0.227, atom 7 (C): -0.163, atom 8 (C): 0.065